Record 1
C12H17N3O6PRuS5 | wB97M-V/def2-TZVPD

Positions of all 45 atoms, in Å:
Ru (0.64369, -0.42826, 1.21965)
N (1.78443, -0.15439, 5.35028)
C (1.37662, 0.15407, 4.06595)
S (2.35714, -0.36604, 2.72442)
N (0.28072, 0.81380, 3.92411)
N (-0.11631, 0.88356, 2.58565)
C (-1.27784, 1.42568, 2.46346)
C (-1.92398, 1.78116, 1.22023)
C (-3.21645, 2.30716, 1.25841)
C (-3.86407, 2.72146, 0.10939)
C (-3.18530, 2.59988, -1.11087)
C (-1.90304, 2.10053, -1.17433)
C (-1.21872, 1.68090, -0.00431)
O (0.00076, 1.26524, -0.05969)
H (2.35430, -0.98723, 5.34008)
H (0.95334, -0.31820, 5.91007)
H (-1.78012, 1.67077, 3.39519)
H (-3.71234, 2.38258, 2.22149)
H (-4.87083, 3.11739, 0.15055)
H (-3.68127, 2.89964, -2.02949)
H (-1.38121, 1.98646, -2.11571)
C (1.21571, -4.09342, -3.04534)
C (1.18249, -2.67403, -3.56976)
O (1.93118, -1.81922, -2.70189)
P (1.13688, -0.74579, -1.75954)
S (2.54610, -0.07790, -0.54111)
S (-0.47914, -1.54819, -0.97510)
O (0.66732, 0.33731, -2.86620)
C (1.66914, 1.12016, -3.52198)
C (1.45672, 2.57443, -3.16080)
H (0.69823, -4.76840, -3.73295)
H (0.72824, -4.13820, -2.07193)
H (2.24733, -4.43052, -2.93071)
H (0.15170, -2.32216, -3.65624)
H (1.65018, -2.60569, -4.55640)
H (1.56911, 0.94382, -4.59690)
H (2.66595, 0.79545, -3.21558)
H (0.48007, 2.92009, -3.50367)
H (2.23031, 3.20079, -3.61421)
H (1.49362, 2.68162, -2.07609)
O (0.73257, -3.01971, 4.79625)
S (-0.58593, -2.58887, 4.34197)
O (-1.07759, -1.42004, 5.05761)
O (-1.56350, -3.66202, 4.23281)
S (-0.36627, -2.19569, 2.22321)

Output
Relative energy (zero: lowest compared OMol25 entry of this formula, charge and spin) ... 116.78 kJ/mol
E_tot ... -95527.252 eV
LUMO (alpha / beta) ... 4.65 / 4.64 eV
Charge ... -2
Multiplicity ... 2

---

Record 2
C12H17NOS | wB97M-V/def2-TZVPD

Positions of all 32 atoms, in Å:
C (2.23808, 1.62037, 1.94242)
C (2.98653, 0.98428, 0.97931)
C (1.03520, 0.93705, 2.31405)
C (2.53102, -0.14795, 0.24048)
C (0.56905, -0.13544, 1.68402)
C (1.29457, -0.77160, 0.64243)
C (-1.32471, -0.50274, -0.94844)
C (-1.56397, 2.47671, 0.61263)
C (-0.82960, -2.91114, -1.87320)
C (0.71769, -1.91079, -0.08761)
C (-2.19207, 2.07612, -0.75018)
C (-0.07417, -1.74096, -1.37599)
N (-2.05816, -0.90658, -0.04772)
O (0.65960, -1.23994, -2.45290)
S (-0.93697, 1.05692, -1.67908)
H (2.51015, 2.58539, 2.44592)
H (3.83788, 1.50094, 0.63168)
H (0.54064, 1.35542, 3.08358)
H (3.06635, -0.55515, -0.60217)
H (-0.19874, -0.75489, 2.01149)
H (-0.64098, 3.00395, 0.44396)
H (-2.11238, 3.31183, 1.13612)
H (-1.26161, 1.55079, 1.33775)
H (-1.51675, -2.92968, -1.07982)
H (-0.19043, -3.80459, -1.89851)
H (-1.26220, -2.73780, -2.93419)
H (0.06155, -2.54402, 0.63578)
H (1.37723, -2.73187, -0.24269)
H (-2.25426, 3.02886, -1.26062)
H (-3.13809, 1.54474, -0.81155)
H (-2.89520, -0.43964, 0.21406)
H (1.02473, -0.26859, -2.31100)

Output
Relative energy (zero: lowest compared OMol25 entry of this formula, charge and spin) ... 397.84 kJ/mol
E_tot ... -27089.961 eV
LUMO ... 0.66 eV
SMILES ... [H]/N=C(\SCC)[C@@](C)(O)Cc1ccccc1